Record 1
{"formula": "C14H12ClI2NW", "method": "ωB97M-V/def2-TZVPD", "species": ["W", "I", "C", "I", "H", "H", "Cl", "N", "C", "C", "C", "C", "C", "C", "C", "C", "C", "C", "C", "C", "C", "H", "H", "H", "H", "H", "H", "H", "H", "H", "H"], "xyz": [[1.99872, 1.57640, -1.66492], [3.01762, -0.92683, -2.39986], [3.86303, -0.11827, -4.19107], [3.40994, 1.96655, -4.17741], [3.39419, -0.59176, -5.04606], [4.93823, -0.25449, -4.16913], [2.11931, 3.71315, -1.16776], [0.80075, 0.84899, -0.63283], [-0.12016, 0.29084, 0.17822], [-1.45356, 0.80226, 0.15269], [-1.94781, 1.46550, -0.99148], [-3.23044, 1.95832, -0.99758], [-4.02690, 1.83481, 0.14210], [-3.54378, 1.21466, 1.29030], [-2.26844, 0.69326, 1.30108], [0.32241, -0.78445, 1.03210], [-0.56318, -1.82336, 1.36931], [-0.12800, -2.86790, 2.16146], [1.17769, -2.88082, 2.63662], [2.06661, -1.85743, 2.30597], [1.65127, -0.82313, 1.49719], [-1.33184, 1.54444, -1.87741], [-3.62391, 2.44058, -1.88137], [-5.03125, 2.23772, 0.13540], [-4.16046, 1.15575, 2.17606], [-1.86858, 0.25661, 2.20546], [-1.56520, -1.83015, 0.96271], [-0.80229, -3.67670, 2.40628], [1.50922, -3.69374, 3.26899], [3.07369, -1.86766, 2.69949], [2.32310, -0.00316, 1.27544]], "forces_ev_per_angstrom": [[0.1447, 0.3470, -0.2091], [0.1285, 0.0014, -0.0259], [0.0044, 0.0508, 0.0691], [-0.0570, -0.1401, -0.0894], [-0.0338, 0.0116, 0.0125], [0.0082, 0.0060, 0.0208], [0.1337, -0.0739, 0.0632], [-0.2969, -0.1173, 0.1064], [-0.0529, -0.1125, 0.0627], [0.0300, -0.0008, -0.0073], [-0.0142, -0.0023, -0.0135], [-0.0039, -0.0025, -0.0258], [0.0107, -0.0077, 0.0099], [-0.0116, 0.0036, 0.0015], [0.0066, 0.0059, 0.0085], [0.0159, 0.0400, -0.0268], [-0.0209, -0.0177, 0.0039], [-0.0108, -0.0128, 0.0040], [0.0134, 0.0215, -0.0150], [-0.0061, -0.0226, 0.0161], [0.0349, 0.0309, 0.0016], [0.0040, 0.0132, 0.0203], [-0.0004, 0.0010, 0.0025], [-0.0006, 0.0027, 0.0036], [-0.0008, -0.0044, -0.0011], [-0.0086, 0.0016, 0.0019], [-0.0049, -0.0047, 0.0065], [-0.0032, 0.0012, -0.0054], [0.0019, -0.0006, 0.0019], [-0.0010, -0.0016, 0.0015], [-0.0092, -0.0167, 0.0009]], "mulliken_charge": [1.11, 0.28, -0.79, 0.34, 0.40, 0.41, -0.26, -0.11, 0.20, 0.56, -0.38, -0.73, -0.36, -0.85, -0.31, 0.58, -0.30, -0.83, -0.42, -0.71, -0.43, 0.35, 0.43, 0.43, 0.43, 0.56, 0.59, 0.44, 0.43, 0.44, 0.53], "charge": 2, "lumo_energy_ev": [-8.73, -8.73], "orbital_gap_ev": [6.50, 6.51], "e_homo_ev": [-15.2332, -15.2447]}

***

Record 2
{"formula": "C43H49AsBr2ClN8O7PRbS", "method": "ωB97M-V/def2-TZVPD", "species": ["Rb", "C", "C", "N", "C", "C", "S", "C", "C", "N", "H", "H", "H", "H", "H", "H", "H", "H", "H", "H", "H", "H", "H", "H", "O", "Cl", "O", "O", "O", "N", "N", "C", "N", "N", "N", "O", "O", "H", "H", "H", "H", "H", "C", "C", "C", "C", "C", "C", "Br", "C", "C", "Br", "C", "O", "C", "N", "H", "H", "H", "H", "H", "H", "C", "C", "As", "C", "C", "C", "C", "C", "C", "C", "C", "C", "C", "C", "C", "P", "C", "C", "C", "C", "C", "C", "C", "C", "C", "C", "C", "C", "H", "H", "H", "H", "H", "H", "H", "H", "H", "H", "H", "H", "H", "H", "H", "H", "H", "H", "H", "H", "H", "H", "H", "H"], "xyz": [[-1.26681, 1.46766, -0.32604], [-3.30059, -0.35382, -3.17095], [-2.12382, 0.30056, -3.91988], [-0.87291, 0.27368, -3.18875], [-0.06220, -0.91145, -3.26576], [-0.64127, -2.16393, -2.61057], [-1.03837, -2.07430, -0.83807], [-2.84103, -2.29871, -0.82369], [-3.68288, -1.02077, -0.80374], [-3.25294, -0.04690, -1.76403], [-4.23127, -0.01659, -3.65677], [-3.27574, -1.43657, -3.30216], [-2.03528, -0.17339, -4.91490], [-2.37594, 1.35062, -4.07934], [-0.31690, 1.09643, -3.36921], [0.16433, -1.20331, -4.31288], [0.89690, -0.67853, -2.79322], [-1.53548, -2.49356, -3.13624], [0.09558, -2.96335, -2.73422], [-3.09317, -2.93837, -1.67221], [-3.06446, -2.88036, 0.07218], [-4.74514, -1.32401, -0.90535], [-3.58234, -0.55701, 0.18423], [-3.57418, 0.89403, -1.56608], [-2.00704, 0.67191, 2.01538], [-1.64611, 1.93177, 2.63349], [-1.63604, 1.79948, 4.04833], [-2.59356, 2.93325, 2.21778], [-0.33642, 2.31426, 2.15436], [-1.58214, 4.29546, -0.32871], [-0.90748, 5.31739, -0.98401], [0.06858, 5.04457, -1.86719], [0.60358, 6.09222, -2.52420], [0.41244, 3.77053, -1.99983], [1.40196, 3.46781, -2.87337], [2.04024, 4.34010, -3.47595], [1.66092, 2.27045, -2.97163], [-2.41571, 4.00780, -0.85312], [-1.74675, 4.51386, 0.64313], [-1.32481, 6.23299, -1.02815], [0.15742, 6.98754, -2.45640], [1.28614, 5.89652, -3.23505], [-5.42196, 0.85135, 1.81501], [-5.99759, 1.59895, 0.64928], [-7.38633, 1.85593, 0.54633], [-7.86504, 2.55879, -0.52926], [-6.96225, 3.03277, -1.50856], [-7.32120, 3.78962, -2.65611], [-9.14373, 4.23255, -2.99736], [-6.35830, 4.22031, -3.53249], [-5.01286, 3.92111, -3.30593], [-3.71256, 4.57816, -4.52643], [-4.55619, 3.17596, -2.20850], [-3.35094, 2.89391, -1.96174], [-5.59986, 2.72809, -1.30371], [-5.15757, 2.01536, -0.25807], [-6.20408, 0.52443, 2.50012], [-4.71395, 1.48796, 2.35060], [-4.85964, -0.02359, 1.47821], [-8.05374, 1.48609, 1.31305], [-8.92197, 2.76129, -0.63798], [-6.62846, 4.80315, -4.40302], [2.74726, -1.03551, 0.03967], [3.98818, -1.57050, 0.74216], [4.82636, -3.01081, -0.33365], [3.38712, -4.31510, -0.09577], [3.07165, -4.85851, 1.14474], [1.98060, -5.69964, 1.28694], [1.18846, -6.00332, 0.18979], [1.50186, -5.47903, -1.05267], [2.60030, -4.64312, -1.19466], [6.04712, -3.74359, 1.01023], [6.48304, -5.06105, 0.89140], [7.39125, -5.59294, 1.79151], [7.88816, -4.80960, 2.82338], [7.46626, -3.49666, 2.94808], [6.55144, -2.96857, 2.04789], [1.65140, 0.14693, 0.95732], [1.36315, -0.72835, 2.52127], [1.02894, -2.08182, 2.48755], [0.69807, -2.75411, 3.65066], [0.66676, -2.07853, 4.86247], [0.95664, -0.72533, 4.89701], [1.30186, -0.05310, 3.73512], [2.84432, 1.46130, 1.38794], [2.73917, 2.65154, 0.67619], [3.65735, 3.67361, 0.87123], [4.68435, 3.51965, 1.78863], [4.78942, 2.34292, 2.51660], [3.87675, 1.32094, 2.31560], [2.08769, -1.85383, -0.26917], [3.01231, -0.51825, -0.88846], [3.73807, -1.96511, 1.72910], [4.71813, -0.77053, 0.86940], [3.67520, -4.61196, 2.01128], [1.73764, -6.10670, 2.26084], [0.32454, -6.64462, 0.30589], [0.88454, -5.71116, -1.91174], [2.83958, -4.23066, -2.16977], [6.09659, -5.68552, 0.09261], [7.71056, -6.62274, 1.68944], [8.60008, -5.22280, 3.52651], [7.84385, -2.87802, 3.75284], [6.22359, -1.94281, 2.17264], [1.01705, -2.62287, 1.54931], [0.44900, -3.80783, 3.60495], [0.39359, -2.60036, 5.77091], [0.89841, -0.17872, 5.82920], [1.49404, 1.00841, 3.77040], [1.92280, 2.79041, -0.02525], [3.56420, 4.59122, 0.30363], [5.39887, 4.31829, 1.94473], [5.58303, 2.22273, 3.24445], [3.95839, 0.40761, 2.88895]], "forces_ev_per_angstrom": [[0.3527, 0.0127, -1.5446], [-0.0069, 0.0113, 0.0337], [0.0008, 0.0619, -0.0907], [-0.0643, 0.0117, 0.1027], [0.1811, -0.0004, -0.0973], [0.0285, -0.0997, -0.0562], [0.0467, 0.0309, 0.0293], [-0.0559, -0.1011, -0.0196], [-0.0211, 0.0783, 0.0339], [-0.0918, -0.0761, -0.1554], [0.0314, -0.0317, 0.0217], [0.0071, -0.0282, 0.0215], [-0.0160, 0.0370, 0.0237], [-0.0005, 0.0015, 0.0265], [0.0562, -0.0203, -0.0184], [-0.0177, 0.0222, 0.0694], [-0.0187, -0.0089, -0.0117], [-0.0371, -0.0135, 0.0122], [-0.0090, 0.0280, 0.0420], [0.0076, 0.0175, -0.0019], [0.0071, 0.0029, 0.0120], [0.0736, -0.0160, 0.0315], [0.0431, -0.1031, -0.1878], [-0.1400, -0.0286, 0.0326], [-0.2236, -0.3572, 0.6964], [0.0103, -0.1394, 0.2097], [-0.0209, -0.0136, 0.6250], [-0.2818, 0.3202, -0.0656], [0.3695, 0.1499, 0.1833], [-0.0343, 0.2208, -0.1318], [0.0831, 0.0067, 0.0740], [0.0073, 0.3866, -0.2062], [-0.5192, 0.2930, 0.3782], [0.1212, -0.5299, -0.0840], [0.2262, -0.3721, 0.5804], [0.3044, -0.5615, -0.4292], [-0.1687, 0.6349, -0.1886], [-0.0363, -0.0427, 0.1222], [-0.0062, 0.0035, 0.0288], [-0.0509, 0.0945, -0.0545], [-0.0357, 0.0566, 0.0237], [0.0496, -0.0624, -0.0320], [-0.0100, -0.0752, 0.1387], [-0.2674, -0.1375, 0.2640], [0.0110, 0.1095, -0.2673], [0.1763, -0.1270, 0.1750], [-0.2325, 0.0670, -0.0154], [0.2393, 0.0236, -0.0894], [0.0209, -0.0147, 0.0118], [-0.2228, -0.0469, 0.1551], [0.0476, -0.0343, 0.0481], [0.0388, 0.0075, -0.0128], [0.0387, 0.1928, -0.2626], [0.4377, 0.1054, -0.2870], [-0.2488, 0.0896, -0.1951], [0.1968, -0.1477, 0.2586], [-0.0011, -0.0104, 0.0375], [-0.0534, -0.0423, -0.0413], [-0.1650, 0.1614, 0.1129], [-0.0442, 0.0151, 0.0155], [-0.0180, -0.0004, 0.0134], [-0.0355, -0.0141, 0.0181], [-0.0113, -0.0916, -0.0549], [0.0194, -0.0717, -0.0985], [-0.0653, 0.0588, 0.0775], [0.0365, 0.0614, -0.0601], [0.0372, 0.0611, 0.1060], [-0.0218, -0.0186, 0.0906], [-0.0636, -0.0620, -0.0100], [-0.0725, -0.0065, -0.0808], [0.0224, 0.0673, -0.0657], [-0.0190, 0.0942, -0.0170], [-0.0440, -0.0440, -0.0891], [0.0065, -0.0640, -0.0074], [0.0510, -0.0139, 0.0440], [0.0476, 0.0206, 0.0789], [-0.0689, 0.1155, 0.0144], [-0.1059, 0.1184, -0.3570], [-0.0015, -0.0622, -0.0186], [0.0824, -0.0699, -0.0092], [-0.0430, -0.0873, 0.0517], [-0.0456, -0.0697, 0.0314], [0.0154, 0.0609, 0.0572], [-0.0282, -0.0175, 0.0584], [0.0765, -0.1137, 0.0466], [-0.0453, 0.0931, -0.0064], [0.0228, 0.0458, -0.0465], [0.0211, 0.0806, -0.0183], [0.0386, -0.0170, 0.0713], [-0.0210, 0.0284, -0.0278], [-0.0061, -0.0329, 0.0349], [0.0290, 0.0275, 0.0347], [0.0140, -0.0582, 0.0146], [0.0389, -0.0162, -0.0254], [-0.0113, -0.0026, 0.0011], [0.0058, -0.0004, 0.0030], [-0.0112, -0.0116, -0.0036], [0.0003, 0.0025, 0.0040], [-0.0031, -0.0002, 0.0274], [0.0039, 0.0126, 0.0023], [0.0037, -0.0009, -0.0056], [-0.0022, -0.0023, 0.0075], [0.0022, -0.0037, 0.0013], [0.0160, -0.0243, -0.0185], [0.0166, -0.0117, -0.0501], [0.0002, 0.0010, 0.0048], [0.0021, -0.0106, 0.0093], [-0.0082, 0.0049, 0.0148], [0.0160, 0.1044, -0.0007], [0.0105, -0.0531, 0.0026], [0.0040, 0.0174, 0.0131], [0.0022, 0.0090, -0.0023], [0.0024, 0.0022, -0.0078], [-0.0057, -0.0468, 0.0610]], "mulliken_charge": [0.94, -1.04, -0.97, 0.56, -1.02, -0.87, 0.29, -1.41, 0.36, 1.51, 0.37, 0.40, 0.29, 0.37, 0.01, 0.34, 0.18, 0.49, 0.51, 0.46, 0.55, 0.32, -0.76, -0.87, -0.54, 1.57, -0.74, -0.66, -0.55, -0.01, -0.31, 0.29, -0.33, 0.07, 0.87, -0.84, -0.64, 0.14, 0.20, 0.19, 0.13, 0.22, -0.99, 0.71, -0.99, -0.97, 0.78, -0.05, -0.29, -0.44, -0.04, -0.27, -0.52, -0.36, 0.68, 0.21, 0.41, 0.05, 0.16, 0.43, 0.32, 0.40, -0.83, -1.06, 0.25, -0.01, 0.03, -0.71, -0.53, -0.40, -0.33, -0.07, -0.27, -0.62, -0.40, -0.68, -0.01, 0.54, 0.64, -0.49, -0.80, -0.74, -0.67, -0.60, 0.11, -0.65, -0.37, -0.67, -0.73, -0.37, -0.12, 0.71, 0.48, 0.93, 0.39, 0.42, 0.39, 0.39, 0.33, 0.37, 0.37, 0.36, 0.38, 0.36, 0.41, 0.47, 0.37, 0.43, 0.50, 0.37, 0.49, 0.36, 0.41, 0.52], "charge": -1, "lumo_energy_ev": 1.85, "orbital_gap_ev": 6.47, "e_homo_ev": -4.6272}

***

Record 3
{"formula": "C2H3N3O3", "method": "ωB97M-V/def2-TZVPD", "species": ["C", "C", "H", "H", "H", "N", "N", "N", "O", "O", "O"], "xyz": [[-1.32550, -0.08872, -0.18694], [0.72455, 0.60422, -0.28977], [-3.27433, 0.49771, 0.07001], [1.81716, 2.11758, 0.24209], [1.77095, -1.34807, 0.95197], [-0.59538, 1.03883, -0.24858], [1.84076, 1.07388, 0.07978], [0.72402, -0.80171, -0.60040], [-2.59717, -0.30347, 0.13874], [1.57057, -1.62801, 0.07115], [-0.65562, -1.16224, -0.22805]], "forces_ev_per_angstrom": [[0.8568, 3.9802, 0.9903], [0.3161, -0.3690, 1.3947], [2.7771, -2.0835, 0.0837], [-0.2200, -1.5719, -0.1605], [-0.0808, 1.1726, 1.2568], [-1.7983, -0.9298, -0.3158], [-0.2304, 1.9577, -0.3758], [-0.3710, -0.5618, 0.1568], [-1.6855, 2.2864, -0.7595], [-0.4481, -0.5929, -1.9912], [0.8841, -3.2879, -0.2795]], "mulliken_charge": [0.61, 0.51, 0.40, 0.27, 0.33, -0.59, -0.62, 0.16, -0.47, -0.34, -0.27], "charge": 0, "smiles": "[H]/N=c1\\nc(O)on1O", "lumo_energy_ev": 0.19, "orbital_gap_ev": 9.79, "e_homo_ev": -9.6042}

***

Energy relative to the best compared isomer or geometry (same formula, charge and spin), respectively: 88.6; 28.1; 225.9 kJ/mol.
Molecular weight, respectively: 667.4; 1208.6; 117.1 g mol⁻¹.
Energy, respectively: -1717.46872; -11240.11773; -467.87829 Ha.